This record from the OMol25 dataset describes 2 unconnected molecules or ions with the total composition CH3I3Si. The level of theory is ωB97M-V/def2-TZVPD.

The expectation value of S² is 2.005. The energy relative to the best compared isomer or geometry (same formula, charge and spin) is 0.3 kcal/mol. Its total energy is -33265.1440 eV.

```
! wB97M-V def2-TZVPD RIJCOSX def2/J DEFGRID3
* xyz 0 3
C 0.501 0.390 0.403
Si 0.934 -1.035 -0.795
I -0.436 -0.962 -2.882
I -3.408 2.578 1.035
I 1.208 -3.204 0.257
H -0.512 0.633 0.373
H 0.701 0.303 1.555
H 1.011 1.297 0.054
*
```

=====

This record from the OMol25 dataset describes 2 unconnected molecules or ions with the total composition CH3IN2. The level of theory is ωB97M-V/def2-TZVPD.

The energy relative to the best compared isomer or geometry (same formula, charge and spin) is 60.5 kcal/mol. Its total energy is -12162.0488 eV.

```
! wB97M-V def2-TZVPD RIJCOSX def2/J DEFGRID3
* xyz 0 1
C 0.548 0.503 -0.363
N 0.638 -0.885 0.008
N -0.399 -0.423 -0.763
I -2.807 -0.280 0.774
H 0.366 1.286 0.507
H 1.239 0.832 -1.180
H 0.415 -1.034 1.016
*
```

=====

This record from the OMol25 dataset describes a molecular structure, CH3IN2O. The level of theory is ωB97M-V/def2-TZVPD.

The energy relative to the best compared isomer or geometry (same formula, charge and spin) is 117.9 kcal/mol. Its total energy is -14207.8530 eV.

```
! wB97M-V def2-TZVPD RIJCOSX def2/J DEFGRID3
* xyz 0 1
C -0.192 1.132 -0.032
N 1.123 -2.625 0.196
N 0.743 -1.488 -0.002
O 1.422 -0.533 -0.263
I -1.714 -0.279 0.003
H -0.242 2.029 -0.669
H -0.132 1.444 0.981
H 0.502 -3.447 0.202
*
```

=====

This record from the OMol25 dataset describes 2 unconnected molecules or ions with the total composition CH3IN2O. The level of theory is ωB97M-V/def2-TZVPD.

The energy relative to the best compared isomer or geometry (same formula, charge and spin) is 86.1 kcal/mol. Its total energy is -14209.2353 eV.

```
! wB97M-V def2-TZVPD RIJCOSX def2/J DEFGRID3
* xyz 0 1
C 0.053 -0.383 0.280
N -1.156 -0.259 1.079
N -1.679 -0.508 2.057
O 0.082 -1.177 3.274
I 0.311 -3.039 3.064
H -0.007 -0.022 -0.763
H 0.285 -1.431 0.569
H 0.934 0.127 0.712
*
```